#i
C4H9N2S2 | the ωB97M-V functional and the def2-TZVPD basis

Structure (ORCA input):
```
! RIJCOSX wB97M-V def2-TZVPD def2/J DEFGRID3
* xyz 1 1
S -1.87 1.61 -0.51
N -1.18 -0.87 -1.26
H 1.10 1.80 0.65
H -3.04 0.27 1.48
N 0.72 -0.19 0.57
H 0.63 -0.93 1.26
C 0.01 -1.31 -1.46
C 1.19 -0.79 -0.70
S -2.35 -0.78 1.16
C -1.60 -0.06 -0.26
H 2.15 0.94 1.70
H 0.17 -1.88 -2.38
C 1.16 1.00 1.32
H 0.72 0.93 2.20
H 1.65 -0.03 -1.41
H 1.98 -1.53 -0.45
H -1.42 1.82 -1.92
*
```

Computed properties:
orbital gap = 8.86 eV
HOMO level = -13.3 eV
molecular weight = 149.3 g/mol

Computed natural (NBO) charges, given in elementary charges:
1 S 0.1930
2 N -0.4268
3 H 0.2076
4 H 0.1481
5 N -0.5963
6 H 0.3760
7 C 0.2289
8 C -0.3202
9 S 0.2180
10 C 0.0061
11 H 0.2019
12 H 0.2344
13 C -0.4004
14 H 0.2157
15 H 0.2553
16 H 0.2534
17 H 0.2054



#ii
C4H9N2S2 | the ωB97M-V functional and the def2-TZVPD basis

Structure (ORCA input):
```
! RIJCOSX wB97M-V def2-TZVPD def2/J DEFGRID3
* xyz 1 1
N -0.88 -1.48 0.65
C 0.54 -3.07 -0.47
S -1.81 -0.14 1.16
H 1.53 -3.22 -0.06
H 0.03 0.86 0.02
C 0.08 3.61 0.22
S -1.29 2.75 0.97
C -0.89 1.19 0.70
H 1.65 -0.81 -1.07
C 0.25 -1.65 -0.14
H -1.47 -2.31 0.31
H 1.02 3.25 0.38
N 0.89 -0.58 -0.41
H 0.70 -3.08 -1.51
H 0.02 4.77 0.34
H -0.07 3.59 -0.89
H -0.31 -3.67 -0.21
*
```

Computed properties:
orbital gap = 8.29 eV
HOMO level = -13.2 eV
molecular weight = 149.3 g/mol

Computed natural (NBO) charges, given in elementary charges:
1 N -0.7676
2 C -0.6792
3 S 0.7836
4 H 0.2719
5 H 0.3596
6 C -0.7906
7 S 0.6018
8 C -0.6030
9 H 0.3736
10 C 0.4816
11 H 0.4255
12 H 0.2481
13 N -0.7292
14 H 0.2518
15 H 0.2878
16 H 0.2541
17 H 0.2303



Of them, the most stable is #ii and the least stable is #i.



#i
C5H14N2S | the ωB97M-V functional and the def2-TZVPD basis

Structure (ORCA input):
```
! RIJCOSX wB97M-V def2-TZVPD def2/J DEFGRID3
* xyz 0 1
H -0.61 -0.40 -0.65
H -4.43 -1.05 0.33
N 0.93 -2.45 -0.40
H -4.37 -0.45 -1.10
N -0.11 0.61 -0.50
H -0.49 -0.08 1.61
C 1.66 0.36 1.15
H -1.45 2.19 0.01
H 1.69 -0.63 1.59
C -3.72 -0.56 -0.29
C -2.85 0.63 0.13
H -3.26 -1.49 -0.30
H 1.75 -2.66 0.08
H 0.98 -1.49 -0.82
H -3.07 1.27 0.92
H -1.44 1.09 -1.58
C 0.14 0.55 1.02
H 0.96 -2.92 -1.38
S 2.83 0.24 -0.23
H 2.23 1.21 1.81
C -1.80 1.17 -0.66
H -0.01 1.61 1.35
*
```

Computed properties:
orbital gap = 4.03 eV
HOMO level = -7.0 eV
molecular weight = 134.2 g/mol

Computed natural (NBO) charges, given in elementary charges:
1 H 0.3703
2 H 0.2461
3 N -1.1001
4 H 0.2436
5 N -0.4765
6 H 0.2044
7 C -0.5737
8 H 0.2241
9 H 0.2023
10 C -0.7335
11 C 0.0025
12 H 0.2514
13 H 0.3678
14 H 0.3709
15 H 0.2025
16 H 0.2571
17 C -0.2850
18 H 0.3541
19 S -0.1563
20 H 0.2187
21 C -0.3804
22 H 0.1898



#ii
C5H14N2S | the ωB97M-V functional and the def2-TZVPD basis

Structure (ORCA input):
```
! RIJCOSX wB97M-V def2-TZVPD def2/J DEFGRID3
* xyz 0 1
C 1.27 -0.71 0.12
C -1.86 0.30 1.76
H 1.36 1.71 -0.69
H 2.16 -0.65 0.76
H 1.03 -1.79 0.18
H -0.44 0.45 -0.22
C -0.66 -0.58 1.60
H -2.47 -0.24 2.43
N 1.92 1.15 -1.37
C 1.71 -0.28 -1.23
H 0.80 -0.47 -1.86
H -0.78 -1.62 1.40
H -3.00 -0.68 0.04
H 3.12 -0.48 -2.81
H 2.87 1.46 -1.28
S -2.76 0.60 0.25
N 0.15 0.12 0.54
C 2.90 -1.02 -1.83
H -1.36 1.26 1.96
H -0.11 -0.60 2.55
H 3.65 -0.95 -1.09
H 2.76 -2.11 -2.05
*
```

Computed properties:
orbital gap = 9.64 eV
HOMO level = -8.7 eV
SMILES = C[C@H](N)CNCCS
molecular weight = 134.2 g/mol

Computed natural (NBO) charges, given in elementary charges:
1 C -0.2256
2 C -0.5473
3 H 0.3735
4 H 0.1735
5 H 0.1695
6 H 0.3815
7 C -0.2167
8 H 0.2224
9 N -0.8519
10 C -0.0509
11 H 0.1596
12 H 0.1716
13 H 0.1090
14 H 0.2249
15 H 0.3564
16 S -0.0206
17 N -0.6687
18 C -0.6138
19 H 0.2452
20 H 0.1943
21 H 0.1984
22 H 0.2158



#iii
C5H14N2S | the ωB97M-V functional and the def2-TZVPD basis

Structure (ORCA input):
```
! RIJCOSX wB97M-V def2-TZVPD def2/J DEFGRID3
* xyz 0 1
H -1.02 1.72 1.27
C -1.69 -1.78 0.84
H -2.77 0.98 0.62
C -0.33 0.12 -0.78
H 1.48 -1.23 0.50
H -0.58 2.11 -1.41
H 3.82 -0.87 0.01
S -1.13 -1.35 -0.91
H 0.11 0.42 1.33
N 1.77 -0.31 0.49
H 3.33 0.77 -0.44
H -2.58 -1.00 0.82
H 0.09 0.22 -1.76
C 3.05 -0.26 -0.39
H -2.39 0.99 -1.64
H 0.86 1.42 0.50
C 0.62 0.45 0.41
H -0.88 -1.46 1.69
H 2.97 -0.74 -1.58
N -1.86 1.54 0.46
C -1.26 1.25 -0.89
H -1.62 -3.00 0.87
*
```

Computed properties:
orbital gap = 8.84 eV
HOMO level = -8.1 eV
molecular weight = 134.2 g/mol

Computed natural (NBO) charges, given in elementary charges:
1 H 0.3806
2 C -0.7941
3 H 0.3907
4 C -0.5142
5 H 0.3475
6 H 0.1871
7 H 0.2035
8 S 0.2245
9 H 0.1981
10 N -0.6172
11 H 0.1954
12 H 0.2443
13 H 0.2380
14 C -0.3976
15 H 0.1955
16 H 0.1962
17 C -0.2160
18 H 0.2209
19 H 0.1506
20 N -0.9279
21 C -0.1698
22 H 0.2639



#iv
C5H14N2S | the ωB97M-V functional and the def2-TZVPD basis

Structure (ORCA input):
```
! RIJCOSX wB97M-V def2-TZVPD def2/J DEFGRID3
* xyz 0 1
H -0.34 -2.51 -0.61
H 1.68 2.18 2.73
H 1.99 0.18 -2.40
N -1.32 0.35 0.49
H -1.07 2.09 1.63
C 0.06 -1.97 -1.49
H -0.60 -2.17 -2.33
C 0.36 -0.52 -1.23
H -0.84 0.09 3.14
S 1.00 1.53 3.69
C -0.49 1.22 1.31
H 0.98 -2.54 -1.70
C -0.02 0.51 2.56
H -0.83 1.27 -1.31
H 0.70 -0.32 -3.28
H 1.03 -0.30 -0.41
H -1.78 -0.22 -1.44
H 0.66 -0.30 2.33
C -0.95 0.26 -0.93
H 0.37 1.60 0.77
N 0.99 0.10 -2.41
H -1.60 -0.54 0.88
*
```

Computed properties:
orbital gap = 9.28 eV
HOMO level = -8.4 eV
SMILES = C[C@@H](N)CNCCS
molecular weight = 134.2 g/mol

Computed natural (NBO) charges, given in elementary charges:
1 H 0.2085
2 H 0.1153
3 H 0.3663
4 N -0.6440
5 H 0.1893
6 C -0.6288
7 H 0.2072
8 C -0.0801
9 H 0.2205
10 S -0.0574
11 C -0.2305
12 H 0.2116
13 C -0.5021
14 H 0.2055
15 H 0.3552
16 H 0.1883
17 H 0.1895
18 H 0.2061
19 C -0.2127
20 H 0.1867
21 N -0.8580
22 H 0.3634



Of them, the most stable is #iv and the least stable is #i.